1.
{"formula": "C21H27ClN6O4PtSeSi", "method": "wB97M-V/def2-TZVPD", "elements": ["Pt", "Se", "N", "C", "C", "C", "C", "C", "N", "C", "C", "N", "C", "C", "C", "C", "C", "N", "H", "H", "H", "H", "H", "H", "N", "C", "C", "C", "C", "N", "H", "H", "H", "H", "H", "H", "H", "H", "H", "H", "H", "H", "C", "Si", "C", "C", "C", "C", "H", "H", "H", "H", "H", "H", "H", "H", "H", "O", "Cl", "O", "O", "O"], "xyz": [[0.1977, 0.4789, -0.0866], [-5.7873, 1.8356, 4.4602], [-4.6881, 0.4602, 4.2604], [-3.8212, 0.8003, 3.3388], [-2.7290, -0.0642, 2.9119], [-2.4072, -1.2739, 3.5359], [-1.2989, -1.9758, 3.1160], [-0.5340, -1.4908, 2.0617], [-0.8706, -0.3585, 1.4429], [-1.9248, 0.3765, 1.8676], [-2.0854, 1.7013, 1.2810], [-1.1765, 2.0640, 0.3502], [-1.1247, 3.3322, -0.0440], [-2.0386, 4.2796, 0.4039], [-3.0260, 3.9013, 1.2863], [-3.0473, 2.5853, 1.7582], [-3.9767, 2.1052, 2.7734], [-4.9691, 2.8235, 3.2370], [-3.0217, -1.6226, 4.3560], [-0.9969, -2.8956, 3.5962], [0.3461, -2.0002, 1.6930], [-0.3267, 3.5988, -0.7221], [-1.9529, 5.2996, 0.0574], [-3.7622, 4.6064, 1.6501], [1.2489, 1.1751, -1.7570], [0.6716, 1.9455, -2.9044], [-0.4700, 1.2533, -3.6297], [-1.7783, 1.2394, -2.8261], [-2.0995, -0.0839, -2.1714], [-0.9379, -0.6438, -1.4067], [2.0167, 1.7090, -1.3382], [1.7084, 0.3358, -2.1174], [1.5103, 2.1172, -3.5804], [0.3549, 2.9167, -2.5291], [-0.1619, 0.2423, -3.9224], [-0.6217, 1.7797, -4.5711], [-2.6308, 1.4962, -3.4547], [-1.7322, 2.0170, -2.0621], [-2.3224, -0.8505, -2.9178], [-2.9517, -0.0148, -1.4977], [-0.2720, -1.0580, -2.0594], [-1.2513, -1.4374, -0.8488], [2.8287, -4.7757, 0.3620], [3.4284, -3.3720, -0.7001], [5.0664, -2.7020, -0.1583], [3.3812, -3.8282, -2.5021], [2.1914, -1.9581, -0.4603], [1.4561, -1.0127, -0.2655], [3.4990, -5.6298, 0.2357], [1.8233, -5.1122, 0.1068], [2.8474, -4.5037, 1.4196], [5.8054, -3.5074, -0.2057], [5.0562, -2.3298, 0.8668], [5.4248, -1.8944, -0.7983], [4.0845, -4.6446, -2.6839], [3.6912, -2.9884, -3.1283], [2.3999, -4.1654, -2.8374], [2.2797, 3.1245, 2.3686], [2.4470, 1.9826, 1.5693], [3.3263, 1.0200, 2.0900], [1.0019, 1.3040, 1.5379], [2.7016, 2.2872, 0.1919]], "forces_ev_per_a": [[-1.2, -0.6, 0.1], [0.0, 0.0, 0.0], [0.0, 0.1, -0.1], [0.0, -0.1, 0.1], [0.0, 0.0, 0.0], [0.0, 0.0, 0.0], [0.1, -0.1, 0.0], [-0.2, 0.0, -0.1], [0.1, 0.0, -0.1], [0.0, 0.1, 0.0], [0.0, -0.1, 0.0], [-0.1, 0.0, -0.1], [-0.1, 0.0, 0.1], [0.1, 0.0, -0.1], [0.0, 0.0, 0.0], [0.0, 0.0, 0.0], [0.0, 0.1, -0.1], [0.0, -0.1, 0.0], [0.0, 0.0, 0.0], [0.0, 0.0, 0.0], [0.0, 0.0, 0.0], [0.0, 0.0, 0.0], [0.0, 0.0, 0.0], [0.0, 0.0, 0.0], [0.2, 0.1, 0.1], [0.1, 0.0, 0.1], [0.0, -0.1, 0.1], [0.0, 0.1, 0.0], [0.1, -0.3, 0.0], [0.2, 0.1, -0.1], [0.0, 0.1, 0.0], [0.0, 0.0, 0.0], [0.0, 0.0, -0.1], [0.0, 0.0, -0.1], [0.0, 0.0, 0.0], [0.0, 0.1, 0.0], [0.0, 0.0, -0.1], [-0.1, 0.0, -0.1], [-0.2, 0.1, 0.0], [0.0, 0.1, 0.1], [0.0, 0.0, 0.0], [0.0, 0.0, 0.0], [0.1, 0.0, 0.1], [-0.2, 0.0, 0.0], [0.2, -0.1, 0.0], [0.1, 0.1, -0.1], [0.0, 0.0, -0.1], [0.0, -0.1, 0.1], [0.0, 0.0, 0.0], [0.0, 0.0, -0.1], [0.0, 0.0, 0.0], [0.0, 0.0, 0.0], [-0.1, 0.0, 0.0], [-0.1, 0.0, 0.0], [0.0, 0.0, 0.0], [0.0, 0.0, 0.0], [0.0, 0.0, 0.1], [-0.1, 0.0, 0.0], [-0.4, -0.3, -0.1], [0.0, 0.0, 0.0], [1.2, 0.6, 0.2], [0.3, 0.3, 0.1]], "total_energy_ev": -128317.166, "mol_weight_g_mol": 765.06, "relative_energy_kcal_mol": 0.0, "fmax_ev_per_a": 1.339, "charge": 2, "gap_ev": 7.85}



2.
{"formula": "C21H27CoN4O2Si", "method": "wB97M-V/def2-TZVPD", "elements": ["Co", "C", "C", "O", "C", "C", "C", "N", "N", "C", "O", "C", "C", "C", "C", "C", "C", "H", "H", "H", "H", "H", "H", "H", "H", "H", "H", "H", "H", "C", "C", "C", "C", "C", "C", "N", "N", "Si", "C", "C", "C", "H", "H", "H", "H", "H", "H", "H", "H", "H", "H", "H", "H", "H", "H", "H"], "xyz": [[-0.3131, -0.0813, 0.3901], [-2.5010, 1.5514, 3.5968], [-1.6833, 1.4906, 2.3219], [-1.1991, 0.3433, 2.0494], [-1.5385, 2.6474, 1.5757], [-0.7779, 2.7627, 0.3790], [-0.6394, 4.1148, -0.2655], [-0.1986, 1.7308, -0.1594], [0.5634, 1.9513, -1.3096], [1.0614, 0.8114, -1.6973], [0.8800, -0.3166, -1.1038], [1.9403, 0.8184, -2.9057], [2.4800, -0.3793, -3.3616], [3.2993, -0.3995, -4.4824], [3.5850, 0.7773, -5.1596], [3.0467, 1.9768, -4.7077], [2.2303, 1.9979, -3.5883], [-2.2625, 0.6884, 4.2159], [-3.5655, 1.5171, 3.3549], [-2.3117, 2.4690, 4.1553], [-2.0070, 3.5467, 1.9533], [-1.2262, 4.8564, 0.2743], [-0.9618, 4.0716, -1.3060], [0.4080, 4.4195, -0.2802], [2.2394, -1.2847, -2.8207], [3.7139, -1.3386, -4.8292], [4.2232, 0.7621, -6.0351], [3.2655, 2.8995, -5.2321], [1.8032, 2.9219, -3.2226], [-3.7895, 0.3321, -1.5399], [-3.4104, -0.9819, -0.9107], [-4.2809, -2.0667, -0.9015], [-3.8474, -3.2409, -0.2853], [-2.6036, -3.3142, 0.2966], [-1.7656, -2.1699, 0.2631], [-2.2078, -1.0403, -0.3587], [-0.5439, -2.0261, 0.7801], [0.2987, -2.9954, 1.8963], [0.7800, -4.6831, 1.2059], [1.8717, -2.0814, 2.3328], [-0.6895, -3.2811, 3.4725], [-4.1069, 0.1940, -2.5753], [-2.9355, 1.0071, -1.5126], [-4.6164, 0.7947, -0.9965], [-5.2572, -1.9944, -1.3626], [-4.4985, -4.1088, -0.2638], [-2.2605, -4.2229, 0.7745], [1.3484, -4.5582, 0.2813], [-0.0939, -5.2984, 0.9779], [1.4013, -5.2350, 1.9176], [2.4739, -1.9048, 1.4384], [2.4746, -2.6390, 3.0552], [1.6287, -1.1082, 2.7672], [-1.6379, -3.7796, 3.2567], [-0.9215, -2.3152, 3.9274], [-0.1422, -3.8892, 4.1983]], "forces_ev_per_a": [[0.0, 0.1, 0.1], [0.0, 0.0, 0.0], [0.0, 0.0, 0.1], [0.0, 0.0, -0.1], [0.0, 0.0, 0.0], [0.0, 0.0, 0.0], [0.0, 0.0, 0.0], [0.0, 0.0, 0.0], [-0.1, 0.0, 0.0], [0.1, 0.0, 0.0], [-0.1, -0.1, 0.0], [-0.1, 0.0, 0.0], [0.0, 0.0, 0.0], [0.0, 0.0, 0.0], [0.0, 0.0, 0.0], [0.0, 0.0, 0.0], [0.0, 0.0, 0.0], [0.0, 0.0, 0.0], [0.0, 0.0, 0.0], [0.0, 0.0, 0.0], [0.0, 0.0, 0.0], [0.0, 0.0, 0.0], [0.0, 0.0, 0.0], [0.0, 0.0, 0.0], [0.0, 0.0, 0.0], [0.0, 0.0, 0.0], [0.0, 0.0, 0.0], [0.0, 0.0, 0.0], [0.0, 0.0, 0.0], [0.0, 0.0, 0.0], [0.0, 0.0, 0.0], [0.0, 0.0, 0.0], [0.0, 0.0, 0.0], [0.0, 0.0, 0.0], [0.0, 0.0, 0.0], [0.0, 0.0, 0.0], [0.0, 0.0, 0.0], [0.0, 0.0, 0.0], [0.0, 0.0, 0.0], [0.0, 0.0, 0.0], [0.0, 0.0, 0.0], [0.0, 0.0, 0.0], [0.0, 0.0, 0.0], [0.0, 0.0, 0.0], [0.0, 0.0, 0.0], [0.0, 0.0, 0.0], [0.0, 0.0, 0.0], [0.0, 0.0, 0.0], [0.0, 0.0, 0.0], [0.0, 0.0, 0.0], [0.0, 0.0, 0.0], [0.0, 0.0, 0.0], [0.0, 0.0, 0.0], [0.0, 0.0, 0.0], [0.0, 0.0, 0.0], [0.0, 0.0, 0.0]], "s2": 0.76, "total_energy_ev": -77780.405, "mol_weight_g_mol": 454.49, "relative_energy_kcal_mol": 0.0, "fmax_ev_per_a": 0.150, "charge": -1, "multiplicity": 2, "gap_ev": [7.00, 7.06]}



3.
{"formula": "C21H27CoN4O2Si", "method": "wB97M-V/def2-TZVPD", "elements": ["Co", "C", "C", "O", "C", "C", "C", "N", "N", "C", "O", "C", "C", "C", "C", "C", "C", "H", "H", "H", "H", "H", "H", "H", "H", "H", "H", "H", "H", "C", "C", "C", "C", "C", "C", "N", "N", "Si", "C", "C", "C", "H", "H", "H", "H", "H", "H", "H", "H", "H", "H", "H", "H", "H", "H", "H"], "xyz": [[0.1270, 0.0196, 0.4096], [-2.8074, -2.5393, 2.2295], [-2.2186, -1.3973, 1.4278], [-0.9981, -1.1443, 1.6474], [-3.0621, -0.6811, 0.5842], [-2.7145, 0.5733, 0.0060], [-3.8264, 1.4771, -0.4535], [-1.4860, 0.9937, -0.0285], [-1.2976, 2.3668, -0.2443], [-0.1597, 2.6952, 0.2672], [0.6714, 1.8787, 0.8324], [0.2144, 4.1467, 0.2282], [1.4507, 4.5473, 0.7213], [1.8187, 5.8892, 0.7064], [0.9494, 6.8446, 0.1992], [-0.2927, 6.4493, -0.2874], [-0.6579, 5.1123, -0.2716], [-2.0853, -3.3525, 2.2930], [-3.7392, -2.9059, 1.7956], [-3.0075, -2.1908, 3.2464], [-4.0924, -1.0023, 0.4996], [-4.7077, 0.8832, -0.6963], [-3.5154, 2.0654, -1.3141], [-4.0872, 2.1791, 0.3415], [2.1136, 3.7920, 1.1213], [2.7855, 6.1865, 1.0948], [1.2338, 7.8901, 0.1846], [-0.9800, 7.1916, -0.6757], [-1.6198, 4.7872, -0.6455], [3.5410, 0.8974, 1.5390], [3.2420, -0.4497, 0.9409], [4.1578, -1.4810, 1.0083], [3.8146, -2.7179, 0.4395], [2.6186, -2.8886, -0.2002], [1.7155, -1.7857, -0.2825], [2.0626, -0.6021, 0.3217], [0.5136, -1.7460, -0.8405], [-0.3044, -3.0601, -1.5538], [-1.8950, -2.4592, -2.3063], [0.6638, -3.8342, -2.9729], [-0.6632, -4.4449, -0.3299], [4.5711, 1.1841, 1.3209], [3.4192, 0.8710, 2.6251], [2.8489, 1.6373, 1.1472], [5.1133, -1.3281, 1.4931], [4.5057, -3.5504, 0.5140], [2.3468, -3.8379, -0.6411], [-1.6800, -1.8391, -3.1834], [-2.4699, -1.8560, -1.5989], [-2.5097, -3.3066, -2.6290], [1.0654, -3.0550, -3.6287], [0.0090, -4.4772, -3.5711], [1.5039, -4.4423, -2.6263], [-0.6938, -4.0380, 0.6848], [0.1162, -5.2131, -0.3578], [-1.6221, -4.9322, -0.5312]], "forces_ev_per_a": [[0.4, 1.0, -0.4], [-0.1, 0.0, 0.0], [0.0, 0.1, 0.0], [0.2, -0.3, 0.2], [0.0, 0.0, -0.1], [-0.1, 0.1, 0.1], [-0.1, 0.0, 0.0], [-0.2, -0.4, 0.0], [-0.3, -0.3, -0.1], [0.3, 0.4, 0.1], [-0.1, 0.0, -0.2], [0.0, -0.1, 0.0], [0.1, 0.1, 0.0], [-0.1, -0.1, 0.0], [0.0, -0.1, 0.0], [0.0, 0.0, 0.0], [0.0, 0.0, 0.0], [0.0, 0.0, 0.0], [0.0, 0.0, 0.0], [0.0, 0.0, 0.0], [0.0, 0.0, 0.0], [0.0, 0.0, 0.0], [0.0, 0.0, 0.0], [0.0, 0.0, 0.0], [0.0, 0.0, 0.0], [0.0, 0.0, 0.0], [0.0, 0.0, 0.0], [0.0, 0.0, 0.0], [0.0, 0.0, 0.0], [-0.1, 0.0, 0.1], [-0.2, 0.0, -0.1], [0.1, -0.1, -0.1], [0.0, 0.1, 0.1], [0.0, 0.1, -0.1], [0.1, 0.0, 0.0], [-0.1, -0.7, 0.5], [0.0, 0.2, 0.2], [0.0, -0.1, -0.1], [-0.2, 0.2, -0.1], [0.1, 0.0, -0.1], [0.0, -0.1, 0.2], [0.0, 0.0, 0.0], [0.0, 0.0, 0.0], [0.0, 0.0, 0.0], [0.0, 0.0, 0.0], [0.0, 0.0, 0.0], [0.0, 0.0, 0.0], [0.0, 0.0, 0.1], [0.0, -0.1, 0.0], [0.0, 0.1, 0.0], [0.0, -0.1, 0.0], [0.0, 0.0, 0.0], [0.0, 0.0, -0.1], [0.0, 0.0, -0.1], [0.0, 0.0, 0.0], [0.0, 0.0, 0.0]], "s2": 1.09, "total_energy_ev": -77779.545, "mol_weight_g_mol": 454.49, "relative_energy_kcal_mol": 19.8, "fmax_ev_per_a": 1.195, "charge": -1, "multiplicity": 2, "gap_ev": [6.95, 6.96]}



4.
{"formula": "C21H27CsN6O2S3", "method": "wB97M-V/def2-TZVPD", "elements": ["Cs", "C", "C", "C", "C", "C", "C", "C", "S", "O", "O", "N", "C", "C", "C", "C", "C", "N", "H", "H", "H", "H", "H", "H", "H", "H", "H", "H", "H", "C", "C", "C", "C", "N", "C", "S", "N", "C", "H", "H", "H", "H", "H", "H", "H", "H", "C", "N", "C", "S", "N", "C", "H", "H", "H", "H", "H", "H", "H", "H"], "xyz": [[0.7712, -0.9360, -2.1142], [-0.8955, -3.6759, 6.7875], [-0.5172, -3.1002, 5.4504], [0.2834, -3.8083, 4.5628], [0.6277, -3.2768, 3.3266], [0.1682, -2.0195, 2.9772], [-0.6365, -1.2951, 3.8473], [-0.9739, -1.8363, 5.0736], [0.6146, -1.3078, 1.4149], [1.1719, -2.3889, 0.6212], [1.5387, -0.2260, 1.7443], [-0.6250, -0.6350, 0.7335], [-1.6607, -1.3682, 0.1858], [-2.1762, -2.5614, 0.7248], [-3.2457, -3.1738, 0.1095], [-3.8032, -2.6057, -1.0315], [-3.2293, -1.4416, -1.5021], [-2.1863, -0.8355, -0.9317], [-0.4155, -4.6393, 6.9524], [-1.9751, -3.8193, 6.8586], [-0.6011, -3.0069, 7.5975], [0.6443, -4.7918, 4.8393], [1.2441, -3.8281, 2.6297], [-1.0007, -0.3188, 3.5520], [-1.6037, -1.2734, 5.7530], [-1.7409, -2.9899, 1.6160], [-3.6480, -4.0915, 0.5207], [-4.6451, -3.0525, -1.5407], [-3.6169, -0.9639, -2.3967], [-0.5056, 2.3775, 2.0162], [0.1159, 2.8243, 0.7403], [-0.3363, 3.8715, -0.0177], [0.2949, 4.1095, -1.2471], [1.3333, 3.4067, -1.6680], [1.8283, 2.4205, -0.8819], [3.1929, 1.5317, -1.2981], [1.1778, 2.1305, 0.2885], [-0.2180, 5.1760, -2.1653], [-1.1825, 3.1382, 2.3970], [0.2578, 2.1455, 2.7586], [-1.0492, 1.4503, 1.8158], [-1.1768, 4.4652, 0.3086], [1.4783, 1.2940, 0.8197], [-0.5270, 6.0589, -1.6069], [-1.0960, 4.8065, -2.7009], [0.5450, 5.4426, -2.8920], [-0.2721, 1.8012, -4.4151], [1.1591, 1.7034, -4.2421], [1.9175, 0.7486, -4.8250], [1.2469, -0.5122, -5.7237], [3.2401, 0.8628, -4.5996], [4.1964, -0.1420, -5.0179], [-0.5925, 2.7589, -4.0098], [-0.8167, 1.0056, -3.8983], [-0.5369, 1.7444, -5.4694], [1.5978, 2.3673, -3.6125], [3.5122, 1.4623, -3.8285], [4.1288, -0.2976, -6.0920], [4.0272, -1.1033, -4.5270], [5.1919, 0.2187, -4.7673]], "forces_ev_per_a": [[0.1, -0.1, -0.1], [0.0, 0.0, 0.0], [0.0, 0.0, 0.0], [0.0, 0.0, 0.0], [0.0, 0.0, 0.0], [0.0, 0.0, 0.0], [0.0, 0.0, 0.0], [0.0, 0.0, 0.0], [-0.1, 0.2, 0.0], [0.0, -0.1, -0.1], [-0.1, 0.0, 0.0], [0.1, 0.0, 0.1], [0.0, 0.0, 0.0], [0.0, 0.0, 0.0], [0.0, 0.0, 0.0], [0.0, 0.0, 0.0], [0.0, 0.0, 0.0], [0.0, 0.0, 0.0], [0.0, 0.0, 0.0], [0.0, 0.0, 0.0], [0.0, 0.0, 0.0], [0.0, 0.0, 0.0], [0.0, 0.0, 0.0], [0.0, 0.0, 0.0], [0.0, 0.0, 0.0], [0.0, 0.0, 0.0], [0.0, 0.0, 0.0], [0.0, 0.0, 0.0], [0.0, 0.0, 0.0], [0.0, 0.0, 0.0], [0.0, 0.0, 0.0], [0.0, 0.0, 0.0], [0.0, 0.0, 0.0], [0.0, 0.0, 0.0], [0.0, 0.0, 0.0], [0.0, 0.0, 0.0], [0.0, 0.0, 0.0], [0.0, 0.0, 0.0], [0.0, 0.0, 0.0], [0.0, 0.0, 0.0], [0.0, 0.0, 0.0], [0.0, 0.0, 0.0], [0.0, 0.0, 0.0], [0.0, 0.0, 0.0], [0.0, 0.0, 0.0], [0.0, 0.0, 0.0], [0.0, 0.0, 0.0], [0.1, -0.1, 0.0], [0.0, 0.0, -0.1], [0.0, 0.1, 0.1], [0.0, -0.1, 0.0], [0.0, 0.0, 0.0], [0.0, 0.0, 0.0], [0.0, 0.0, 0.0], [0.0, 0.0, 0.0], [0.0, 0.0, 0.0], [0.0, 0.0, 0.0], [0.0, 0.0, 0.0], [0.0, 0.0, 0.0], [0.0, 0.0, 0.0]], "total_energy_ev": -68307.317, "mol_weight_g_mol": 624.59, "relative_energy_kcal_mol": 0.0, "fmax_ev_per_a": 0.227, "charge": 0, "gap_ev": 8.29}